{
  "formula": "C5H3Cl4O2",
  "method": "the ωB97M-V functional and the def2-TZVPD basis",
  "total_energy_ha": -2183.6078,
  "total_charge": -1,
  "smiles": "C=C(C(=O)[O-])[C@H](Cl)C(Cl)(Cl)Cl",
  "gap_ev": 7.5127,
  "symbols": ["C", "Cl", "Cl", "H", "O", "C", "C", "H", "Cl", "Cl", "O", "H", "C", "C"],
  "positions_angstrom": [[1.1841, -0.8154, 0.9015], [-0.0699, -0.9816, 2.2329], [2.7704, -0.6603, 1.7463], [0.8865, 1.3206, 0.8458], [-1.8399, -1.5604, -0.4252], [-0.5458, 0.4614, -0.4116], [0.9062, 0.4269, 0.0568], [-0.9428, 2.3871, 0.1696], [1.1859, -2.2726, -0.0312], [2.0895, 0.5433, -1.2541], [-0.7517, -0.9936, -2.2975], [-2.4429, 1.4915, -0.2954], [-1.3234, 1.5130, -0.1310], [-1.1061, -0.8600, -1.1069]],
  "atomic_forces_ev_per_a": [[-0.2178, -0.3007, 1.0795], [0.6358, 0.3119, -0.6595], [-0.0795, 0.1312, -0.1355], [1.0039, -1.5965, -1.8064], [-0.7392, -0.5644, 0.8919], [-0.5630, -1.1175, -0.3192], [-1.6967, 2.1848, 1.8228], [1.4914, 3.2468, 1.5217], [0.2431, -0.5376, -0.1484], [0.0741, 0.3435, 0.1777], [0.2321, 0.2643, 0.2915], [1.5034, -0.1441, -0.0523], [-2.1880, -3.5134, -1.6729], [0.3005, 1.2916, -0.9909]]
}

{
  "formula": "C2BrO4",
  "method": "the ωB97M-V functional and the def2-TZVPD basis",
  "total_energy_ha": -2951.3446,
  "total_charge": -1,
  "gap_ev": 7.8234,
  "symbols": ["O", "Br", "O", "C", "C", "O", "O"],
  "positions_angstrom": [[-0.3611, -0.1469, 0.3146], [-3.1647, 0.4250, -0.0206], [-1.5576, -1.9549, -0.3828], [-1.2470, -0.9074, 0.0368], [2.0738, 0.8718, 0.0294], [2.2250, 0.5644, 1.1050], [2.0316, 1.1479, -1.0824]],
  "atomic_forces_ev_per_a": [[-0.5473, -0.4640, 0.3692], [-0.5167, 0.2562, 0.1234], [-0.5630, -1.3525, 0.0516], [1.5517, 1.5528, -0.6053], [-0.0812, 0.0116, -1.7407], [0.4239, -0.6571, 3.4384], [-0.2674, 0.6529, -1.6366]]
}

Results for max |F|: 0.0868; 0.0686 (in Eh/bohr, following the order of the records).
Results for molecular weight: 236.89; 167.92 (in g/mol, following the order of the records).